1.
The following is a quantum chemistry calculation of a cluster of 5 separate species, C17H48N6O5 in total in a non-equilibrium geometry, from OMol25.

Structure (XYZ):
```
76
Properties=species:S:1:pos:R:3
C 4.350 2.095 1.025
O 3.297 1.540 1.291
N 4.942 2.126 -0.220
N 5.007 2.897 1.943
H 4.309 1.720 -0.896
H 5.941 2.161 -0.169
H 4.549 3.123 2.806
H 5.641 3.582 1.577
C -4.224 1.666 -0.575
C -4.117 1.376 0.895
C -4.724 2.559 1.703
O -4.604 2.390 3.085
C -5.101 3.416 3.908
N -5.040 0.247 1.101
H -5.223 1.994 -0.871
H -4.070 0.773 -1.185
H -3.501 2.414 -0.911
H -3.143 1.109 1.285
H -5.771 2.646 1.389
H -4.247 3.507 1.404
H -5.303 2.906 4.848
H -5.991 3.911 3.502
H -4.347 4.207 4.010
H -5.991 0.300 0.776
H -5.028 -0.200 2.004
C 0.568 -0.796 0.715
C -0.540 -0.097 -0.054
C -0.414 -0.212 -1.581
O 0.338 0.866 -2.144
C -0.312 2.092 -2.331
N -1.806 -0.683 0.418
H 0.553 -1.885 0.773
H 0.638 -0.495 1.758
H 1.500 -0.454 0.249
H -0.504 0.947 0.264
H -1.410 -0.158 -2.032
H 0.106 -1.131 -1.848
H 0.445 2.869 -2.263
H -1.095 2.342 -1.602
H -0.897 2.092 -3.259
H -2.022 -1.636 0.140
H -2.532 -0.169 -0.075
C 2.556 -0.304 -4.701
C 3.756 -0.162 -3.706
C 4.557 1.070 -4.168
O 5.231 0.678 -5.341
C 6.086 1.654 -5.888
N 3.171 -0.092 -2.362
H 1.919 -1.153 -4.469
H 2.958 -0.449 -5.712
H 2.036 0.652 -4.772
H 4.304 -1.096 -3.831
H 5.204 1.517 -3.407
H 3.805 1.849 -4.351
H 5.683 2.665 -5.831
H 6.348 1.398 -6.915
H 7.068 1.619 -5.399
H 2.676 -0.971 -2.232
H 2.331 0.496 -2.415
C -2.815 -2.946 3.873
C -1.340 -3.281 3.558
C -1.160 -4.200 2.369
O 0.086 -4.915 2.416
C 0.070 -6.088 3.190
N -0.638 -2.025 3.343
H -3.325 -2.539 2.992
H -2.916 -2.309 4.744
H -3.405 -3.864 3.975
H -0.966 -3.701 4.494
H -1.129 -3.658 1.427
H -1.956 -4.946 2.251
H 1.100 -6.415 3.323
H -0.406 -6.953 2.709
H -0.443 -5.889 4.134
H -1.001 -1.353 2.687
H 0.332 -2.247 3.162
```

Calculated values
Energy above the lowest of the compared OMol25 structures with the same formula, charge and spin (kcal per mole): 44.5
Electronic energy (a.u.): -1381.1493

---

2.
The following is a quantum chemistry calculation of a structure of composition C17H49LiO14 in a non-equilibrium geometry, from OMol25.

Structure (XYZ):
```
81
Properties=species:S:1:pos:R:3
Li -30.381 -10.672 21.783
C -28.184 -12.744 18.093
C -27.385 -12.674 19.416
O -27.692 -11.538 20.177
H -27.869 -13.599 17.495
H -27.985 -11.852 17.500
H -29.272 -12.789 18.144
H -26.349 -12.851 19.129
H -27.613 -13.580 19.977
C -22.946 -14.059 12.805
C -24.076 -13.577 13.697
C -23.945 -12.082 13.944
O -25.302 -13.815 13.033
H -23.052 -15.127 12.618
H -22.029 -13.949 13.384
H -22.651 -13.468 11.938
H -24.032 -14.155 14.620
H -24.061 -11.516 13.020
H -23.028 -11.714 14.404
H -24.709 -11.794 14.665
H -25.296 -14.673 12.603
C -28.909 -10.170 13.104
C -30.152 -11.115 13.501
O -31.228 -11.049 12.517
O -28.215 -10.757 11.926
H -28.213 -10.074 13.938
H -29.235 -9.150 12.902
H -30.465 -10.823 14.503
H -29.745 -12.119 13.620
H -31.016 -11.223 11.596
H -27.797 -11.581 12.189
C -21.657 -13.674 19.212
C -21.996 -14.900 20.040
O -21.171 -14.997 21.217
O -20.355 -13.664 18.704
H -21.697 -12.794 19.854
H -22.423 -13.442 18.472
H -22.011 -15.849 19.504
H -23.018 -14.876 20.416
H -20.799 -15.882 21.193
H -19.783 -13.642 19.474
C -32.471 -13.565 21.746
C -33.335 -12.688 20.831
O -32.690 -11.471 20.431
O -31.859 -12.837 22.766
H -31.720 -14.137 21.201
H -33.147 -14.266 22.236
H -34.215 -12.342 21.374
H -33.659 -13.267 19.966
H -33.183 -11.044 19.726
H -31.751 -13.430 23.513
C -23.886 -11.645 24.296
C -25.156 -11.380 25.113
O -26.261 -12.122 24.582
O -23.350 -12.878 24.773
H -23.217 -10.806 24.487
H -24.130 -11.789 23.243
H -25.579 -10.376 25.092
H -24.988 -11.595 26.169
H -26.486 -11.827 23.697
H -22.731 -13.171 24.101
C -26.114 -7.062 18.353
C -24.798 -7.951 18.488
O -24.616 -8.571 19.734
O -27.272 -7.902 18.281
H -26.026 -6.436 17.465
H -26.275 -6.554 19.304
H -23.937 -7.293 18.369
H -24.749 -8.657 17.658
H -25.416 -9.027 20.005
H -27.200 -8.522 19.010
C -26.559 -18.119 16.048
C -27.927 -18.816 16.074
O -29.034 -17.988 16.471
O -26.236 -17.665 17.325
H -26.597 -17.332 15.296
H -25.816 -18.814 15.658
H -27.924 -19.629 16.799
H -28.188 -19.114 15.059
H -29.453 -18.513 17.157
H -26.969 -17.092 17.560
```

Calculated values
Energy above the lowest of the compared OMol25 structures with the same formula, charge and spin (kcal per mole): 138.7
Electronic energy (a.u.): -1737.7364

---

3.
The following is a quantum chemistry calculation of a cluster of 9 separate species, C17H49O11 in total in a non-equilibrium geometry, from OMol25.

Structure (XYZ):
```
77
Properties=species:S:1:pos:R:3
O 1.055 -0.764 -0.867
C 1.067 0.178 0.119
O 1.676 -0.083 1.175
O 0.361 1.224 -0.092
H 0.396 -0.381 -1.471
C -2.162 -0.554 2.476
C -1.411 0.704 2.866
O -1.599 1.718 1.887
H -3.193 -0.305 2.206
H -2.174 -1.298 3.279
H -1.750 -1.044 1.591
H -0.345 0.468 2.944
H -1.779 1.094 3.815
H -0.936 1.546 1.194
C -0.465 -3.094 -4.552
C -0.822 -2.307 -3.302
O -2.240 -2.281 -3.097
H -0.963 -4.069 -4.575
H 0.606 -3.191 -4.715
H -0.870 -2.600 -5.443
H -0.511 -1.269 -3.400
H -0.326 -2.799 -2.458
H -2.518 -3.188 -2.934
C -3.881 1.797 -0.778
C -3.018 0.847 -1.573
O -3.839 -0.163 -2.157
H -3.421 2.763 -0.570
H -4.110 1.372 0.205
H -4.841 1.937 -1.282
H -2.272 0.436 -0.880
H -2.480 1.410 -2.347
H -3.208 -0.837 -2.482
C 2.938 -2.189 -3.369
C 3.910 -1.162 -2.873
O 4.807 -1.801 -1.943
H 3.421 -2.895 -4.054
H 2.105 -1.714 -3.892
H 2.478 -2.797 -2.588
H 3.367 -0.407 -2.294
H 4.454 -0.675 -3.687
H 5.336 -1.095 -1.556
C 1.333 5.192 3.046
C 0.661 4.037 2.334
O 1.563 3.447 1.427
H 2.313 4.852 3.391
H 0.705 5.535 3.865
H 1.565 6.013 2.361
H -0.264 4.358 1.839
H 0.362 3.287 3.078
H 1.120 2.747 0.912
C 1.561 -0.880 5.406
C 1.706 -1.985 4.368
O 2.524 -1.626 3.273
H 2.558 -0.569 5.727
H 0.938 -1.213 6.237
H 1.138 0.038 4.989
H 0.750 -2.297 3.929
H 2.153 -2.849 4.863
H 2.076 -0.898 2.797
C 0.056 -3.750 1.408
C 0.016 -4.578 0.137
O 1.103 -4.215 -0.701
H 0.914 -3.991 2.035
H -0.850 -3.873 2.003
H 0.160 -2.710 1.093
H -0.942 -4.396 -0.372
H 0.061 -5.649 0.374
H 1.328 -4.961 -1.261
C -1.708 4.939 -2.257
C -0.608 4.161 -1.586
O -0.470 2.878 -2.181
H -2.634 4.359 -2.321
H -1.484 5.178 -3.300
H -1.926 5.883 -1.754
H -0.727 4.069 -0.502
H 0.350 4.691 -1.710
H -0.248 2.244 -1.473
```

Calculated values
Energy above the lowest of the compared OMol25 structures with the same formula, charge and spin (kcal per mole): 19.7
Total charge: -1
Electronic energy (a.u.): -1504.8074

---

4.
The following is a quantum chemistry calculation of a cluster of 8 separate species, C17H51O8 in total in a non-equilibrium geometry, from OMol25.

Structure (XYZ):
```
76
Properties=species:S:1:pos:R:3
O -2.458 -13.687 7.511
H -2.191 -13.025 8.204
H -3.321 -13.490 7.070
H -1.718 -13.734 6.854
C -4.719 -12.724 3.607
C -3.771 -11.855 4.401
O -3.992 -12.115 5.821
H -4.470 -12.590 2.549
H -5.742 -12.349 3.652
H -4.663 -13.749 3.951
H -3.921 -10.793 4.195
H -2.716 -12.103 4.239
H -3.902 -11.254 6.249
C -0.276 -10.548 10.606
C -0.208 -11.529 9.468
O -1.086 -12.640 9.657
H 0.226 -10.899 11.518
H -1.254 -10.227 10.961
H 0.350 -9.673 10.404
H 0.825 -11.900 9.411
H -0.361 -11.091 8.483
H -1.138 -12.902 10.579
C -4.539 -13.465 10.982
C -4.064 -12.064 10.609
O -3.994 -11.962 9.172
H -4.701 -13.562 12.055
H -3.807 -14.225 10.705
H -5.450 -13.638 10.418
H -3.118 -11.752 11.049
H -4.730 -11.233 10.859
H -4.838 -11.633 8.812
C -3.437 -17.523 4.302
C -4.072 -16.441 5.201
O -3.006 -15.779 5.877
H -4.113 -18.073 3.642
H -2.957 -18.281 4.920
H -2.724 -17.038 3.635
H -4.698 -16.973 5.920
H -4.616 -15.727 4.597
H -2.570 -16.366 6.514
C -7.967 -13.070 8.376
C -7.028 -12.248 7.500
C -7.633 -11.893 6.171
O -6.515 -11.070 8.167
H -8.381 -13.876 7.766
H -8.802 -12.489 8.771
H -7.435 -13.596 9.167
H -6.104 -12.825 7.351
H -7.817 -12.800 5.589
H -6.974 -11.276 5.564
H -8.597 -11.415 6.364
H -7.200 -10.754 8.772
C 0.739 -15.007 4.946
C 0.955 -13.575 5.421
C 0.588 -12.558 4.372
O 0.074 -13.367 6.595
H 0.870 -15.698 5.784
H 1.502 -15.277 4.215
H -0.280 -15.175 4.597
H 1.958 -13.477 5.839
H -0.266 -12.839 3.760
H 1.483 -12.443 3.755
H 0.374 -11.573 4.788
H 0.599 -13.675 7.342
C -2.967 -17.139 9.177
C -1.579 -17.697 8.819
C -1.670 -19.111 8.255
O -1.055 -16.872 7.752
H -2.778 -16.091 9.426
H -3.381 -17.642 10.051
H -3.689 -17.173 8.362
H -0.960 -17.658 9.717
H -0.706 -19.606 8.173
H -2.228 -19.012 7.323
H -2.279 -19.751 8.898
H -0.456 -16.223 8.132
```

Calculated values
Energy above the lowest of the compared OMol25 structures with the same formula, charge and spin (kcal per mole): 8.0
Total charge: +1
Electronic energy (a.u.): -1279.9534

---

5.
The following is a quantum chemistry calculation of a structure of composition C17H52BNNbO7 in a non-equilibrium geometry, from OMol25.

Structure (XYZ):
```
79
Properties=species:S:1:pos:R:3
N 1.026 0.106 1.772
B 0.727 1.553 1.801
O 1.849 2.301 1.999
Nb -1.397 2.633 1.534
C -3.639 2.571 1.623
C -4.476 1.310 1.665
O -5.170 1.235 2.932
H 0.793 -0.347 2.650
H 0.495 -0.382 1.060
H 2.614 1.724 1.858
H -0.892 3.635 0.023
H -0.912 4.192 2.411
H -1.545 1.552 3.057
H -1.519 1.215 0.295
H -3.944 3.180 2.480
H -3.838 3.110 0.683
H -5.229 1.286 0.861
H -3.875 0.403 1.548
H -5.880 0.585 2.834
C -1.270 6.298 6.355
C -1.411 5.997 4.868
C -1.527 7.266 4.037
O -2.500 5.128 4.619
H -2.156 6.833 6.714
H -1.174 5.370 6.918
H -0.396 6.921 6.553
H -0.547 5.427 4.523
H -2.421 7.826 4.332
H -1.608 6.999 2.984
H -0.660 7.915 4.173
H -3.327 5.542 4.891
C 0.143 -2.482 -1.983
C 1.177 -2.668 -0.881
C 2.027 -3.908 -1.105
O 0.554 -2.671 0.395
H -0.541 -3.336 -1.996
H -0.437 -1.576 -1.807
H 0.615 -2.412 -2.965
H 1.824 -1.790 -0.841
H 1.398 -4.803 -1.109
H 2.767 -4.010 -0.311
H 2.538 -3.869 -2.066
H -0.054 -3.416 0.458
C -5.420 -1.886 -0.130
C -4.686 -2.830 0.811
C -4.873 -2.427 2.263
O -3.300 -2.902 0.479
H -5.029 -0.873 -0.013
H -5.281 -2.194 -1.166
H -6.490 -1.865 0.089
H -5.049 -3.850 0.659
H -4.463 -1.424 2.421
H -4.347 -3.104 2.937
H -5.920 -2.405 2.574
H -2.915 -2.023 0.600
C 1.677 -3.478 -5.875
C 2.876 -3.491 -4.942
C 4.152 -3.015 -5.611
O 3.044 -4.785 -4.357
H 1.854 -4.158 -6.715
H 0.780 -3.802 -5.349
H 1.504 -2.480 -6.280
H 2.671 -2.840 -4.088
H 4.414 -3.667 -6.451
H 4.962 -3.017 -4.884
H 4.041 -1.997 -5.986
H 3.218 -5.412 -5.068
C 6.066 0.905 -2.068
C 5.134 -0.152 -2.633
C 4.513 -1.006 -1.543
O 5.804 -0.971 -3.598
H 6.886 0.425 -1.526
H 6.489 1.511 -2.869
H 5.539 1.559 -1.373
H 4.343 0.333 -3.209
H 5.297 -1.533 -0.990
H 3.844 -1.749 -1.975
H 3.946 -0.404 -0.832
H 6.518 -1.434 -3.145
```

Calculated values
Total charge: -1
Electronic energy (a.u.): -1342.0066

---

6.
The following is a quantum chemistry calculation of a cluster of 9 separate species, C17H52N4O9 in total in a non-equilibrium geometry, from OMol25.

Structure (XYZ):
```
82
Properties=species:S:1:pos:R:3
C -0.442 -1.082 1.196
O -0.426 0.291 1.498
H -0.215 -1.238 0.157
H -1.399 -1.576 1.482
H 0.316 -1.600 1.720
H -1.058 0.709 0.885
C 2.546 1.081 0.427
O 3.968 1.164 0.318
H 2.047 1.957 0.904
H 2.136 0.228 0.949
H 2.094 1.030 -0.530
H 4.444 1.340 1.148
C -0.274 2.899 3.581
O 0.700 3.465 2.653
H -0.365 1.807 3.349
H -1.305 3.299 3.415
H -0.079 3.072 4.584
H 1.610 3.131 2.776
C 2.875 -2.785 0.154
O 1.847 -2.560 -0.759
N 3.571 -3.864 0.270
N 3.174 -1.954 1.097
H 3.289 -4.601 -0.376
H 4.263 -4.135 0.995
H 2.700 -1.049 1.072
H 3.515 -2.259 2.005
C -2.036 2.791 0.392
O -2.647 3.317 1.455
N -0.708 2.851 0.204
N -2.655 2.276 -0.617
H -0.171 3.094 1.041
H -0.276 2.553 -0.754
H -3.647 2.443 -0.446
H -2.301 1.854 -1.475
C 2.450 0.926 3.875
C 3.103 2.270 4.262
C 4.265 2.134 5.203
O 3.594 2.923 3.293
H 1.444 0.996 3.538
H 2.351 0.266 4.790
H 3.137 0.432 3.109
H 2.423 2.857 4.826
H 4.748 3.098 5.542
H 5.047 1.383 5.042
H 3.664 1.699 6.004
H 4.350 2.446 3.078
C -3.749 -0.812 -0.893
C -4.093 -0.466 -2.267
C -5.587 -0.123 -2.291
O -3.398 0.352 -2.888
H -2.744 -0.588 -0.663
H -3.918 -1.820 -0.591
H -4.315 -0.128 -0.272
H -3.961 -1.260 -2.964
H -6.066 -0.179 -3.208
H -5.736 0.882 -1.887
H -6.197 -0.689 -1.638
H -2.730 -0.206 -3.321
C -0.208 0.223 -2.235
C 0.193 1.491 -2.958
C -1.000 1.849 -3.830
O 0.366 2.502 -2.239
H 0.413 -0.220 -1.510
H -0.351 -0.536 -2.977
H -1.188 0.284 -1.782
H 1.120 1.346 -3.576
H -1.378 0.955 -4.311
H -0.715 2.478 -4.701
H -1.723 2.235 -3.267
H 1.275 2.697 -1.993
C -2.132 -3.972 -2.098
C -0.705 -3.619 -2.410
C 0.064 -4.896 -2.406
O -0.510 -3.094 -3.498
H -2.238 -4.210 -1.117
H -2.413 -4.774 -2.751
H -2.872 -3.236 -2.282
H -0.450 -2.953 -1.589
H 1.160 -4.815 -2.191
H -0.026 -5.386 -3.378
H -0.316 -5.727 -1.786
H 0.459 -2.966 -3.567
```

Calculated values
Energy above the lowest of the compared OMol25 structures with the same formula, charge and spin (kcal per mole): 193.0
Electronic energy (a.u.): -1574.7968